{"formula": "C6H10AuO6", "method": "ωB97M-V/def2-TZVPD", "elements": ["O", "C", "O", "C", "C", "C", "C", "O", "C", "O", "O", "H", "H", "H", "H", "H", "H", "H", "H", "H", "Au", "O", "H"], "xyz": [[-2.925, 0.719, -0.396], [-2.075, 0.852, -1.278], [-1.019, 1.650, -1.246], [-0.101, 1.599, -0.111], [1.208, 0.965, -0.527], [1.168, -0.526, -0.861], [0.539, -1.415, 0.181], [1.302, -1.228, 1.443], [0.948, -1.794, 2.510], [-0.090, -2.550, 2.544], [1.642, -1.609, 3.561], [-0.625, 1.062, 0.686], [0.044, 2.655, 0.136], [1.906, 1.150, 0.303], [1.608, 1.509, -1.393], [2.187, -0.880, -1.064], [0.599, -0.698, -1.787], [0.624, -2.473, -0.087], [-0.504, -1.162, 0.408], [1.350, -2.088, 4.358], [-1.317, 1.931, -3.337], [-2.720, 1.217, -2.383], [-3.749, 1.114, -1.661]], "mulliken_charge": [-0.35, 1.06, -0.36, -0.55, -0.50, -0.50, -0.58, -0.14, 0.83, -0.05, -0.19, 0.51, 0.37, 0.45, 0.44, 0.37, 0.39, 0.57, 0.47, 0.44, 1.08, -0.42, 0.67], "energy_ha": -819.354036, "multiplicity": 4, "total_charge": 4, "fmax_ev_per_a": 7.7, "orbital_gap_ev": [10.023, 5.216]}